Entry 1:
{
  "formula": "C4H12",
  "method": "ωB97M-V with the def2-TZVPD basis set",
  "species": ["C", "C", "H", "H", "H", "H", "H", "H", "C", "C", "H", "H", "H", "H", "H", "H"],
  "coordinates": [[0.559, 2.769, -0.965], [-0.175, 1.454, -1.100], [1.609, 2.728, -0.689], [0.524, 3.103, -2.042], [-0.038, 3.504, -0.430], [-1.240, 1.643, -1.185], [0.035, 0.997, -0.056], [0.256, 0.727, -1.786], [0.384, -1.936, 0.608], [-0.781, -2.287, 1.462], [0.406, -2.393, -0.397], [0.482, -0.849, 0.440], [1.277, -2.363, 1.065], [-0.637, -2.262, 2.555], [-1.029, -3.363, 1.352], [-1.680, -1.709, 1.259]],
  "atomic_forces_ev_per_a": [[-0.3730, -0.4788, 0.6156], [0.2281, 0.9636, -0.5534], [0.0101, 0.1101, -0.0180], [0.0069, -0.1283, -0.3061], [0.3236, 0.1070, 0.1515], [-0.1021, -0.5502, -0.0968], [0.2046, -0.1664, 0.2709], [-0.1850, -0.1592, 0.0239], [0.6583, -1.5795, 0.3425], [-0.9540, -0.0626, 0.5905], [-0.4586, 0.4606, -0.0732], [0.0098, 0.6928, -0.1528], [0.2539, 0.5003, 0.0328], [0.4045, 0.3391, -0.2951], [0.0420, 0.1078, -0.3362], [-0.0692, -0.1563, -0.1960]],
  "nbo_charge": [-0.5567, -0.5089, 0.2644, 0.3640, 0.2592, 0.2592, 0.3637, 0.2675, -0.5608, -0.6154, 0.2589, 0.2154, 0.2403, 0.2497, 0.2807, 0.2188],
  "spin_multiplicity": 2,
  "charge": 1,
  "homo_ev": [-15.85, -15.04],
  "lumo_energy_ev": [-3.07, -11.19],
  "s2": 0.754
}

---

Entry 2:
{
  "formula": "C4H12",
  "method": "ωB97M-V with the def2-TZVPD basis set",
  "species": ["C", "C", "H", "H", "H", "H", "H", "H", "C", "C", "H", "H", "H", "H", "H", "H"],
  "coordinates": [[0.923, -0.513, -1.311], [1.553, -1.836, -1.542], [1.449, -0.006, -0.482], [0.899, 0.171, -2.161], [-0.133, -0.564, -0.935], [1.218, -2.517, -2.326], [1.563, -2.405, -0.608], [2.636, -1.660, -1.760], [-1.551, 1.399, 0.748], [-1.017, 0.931, 2.054], [-2.385, 2.085, 0.842], [-0.802, 1.847, 0.066], [-1.841, 0.490, 0.128], [-0.159, 0.268, 1.942], [-1.745, 0.489, 2.739], [-0.606, 1.819, 2.606]],
  "atomic_forces_ev_per_a": [[0.8268, 0.3567, -0.4112], [-0.0258, -0.3889, 0.8447], [-0.3280, -0.0449, 0.1384], [-0.1960, -0.2219, -0.1789], [-0.4010, -0.0879, 0.2020], [-0.2189, 0.4918, -0.3629], [0.1502, 0.0018, -0.0245], [-0.0564, -0.0228, -0.0947], [0.6505, 0.9374, 0.8050], [0.2944, -0.5743, -0.7515], [-0.3847, -0.2846, -0.1597], [-0.0094, -0.2480, 0.0728], [-0.0030, -0.3053, -0.2777], [0.0143, 0.0107, 0.0726], [-0.1394, 0.2345, 0.0780], [-0.1737, 0.1458, 0.0477]],
  "nbo_charge": [-0.5565, -0.6077, 0.2508, 0.2487, 0.2791, 0.2657, 0.2373, 0.3083, -0.5477, -0.5944, 0.2587, 0.2712, 0.3354, 0.2349, 0.2768, 0.3393],
  "spin_multiplicity": 2,
  "charge": 1,
  "homo_ev": [-16.89, -15.32],
  "lumo_energy_ev": [-2.92, -11.61],
  "s2": 0.754
}

---

The evaluated energy above the lowest of the compared OMol25 structures with the same formula, charge and spin for the records listed, in turn: 37.30; 44.43 kJ/mol.
The evaluated E_tot for the records listed, in turn: -4330.84535; -4330.77145 eV.